The following is a quantum chemistry calculation of C44H54N8OP2PtS3 as an isolated structure, from OMol25.

Each line ends with the Mulliken charge.
Element x y z (Å)
1 Pt 0.318 0.389 1.156  5.19
2 S -5.512 -2.770 -2.438  0.46
3 S 0.310 -1.660 5.670  -0.11
4 S -1.324 4.143 3.721  -0.07
5 P -2.034 -0.216 0.843  0.41
6 P -0.261 0.210 -1.181  0.28
7 O 1.793 2.467 0.415  -0.42
8 N 3.797 2.976 1.363  0.34
9 N -1.878 -0.239 -0.853  0.51
10 N -0.361 2.030 2.569  -0.15
11 N -0.484 3.873 1.155  0.07
12 N 4.272 -1.164 -0.327  -0.02
13 N 2.102 -0.880 0.786  -0.43
14 N 1.328 -2.531 3.302  -0.11
15 N 0.365 -0.414 3.410  -0.03
16 C -0.208 0.425 4.328  -0.05
17 C -5.063 -1.104 -2.871  -1.20
18 C -2.004 -2.851 1.576  0.06
19 C -4.759 3.297 2.002  -0.83
20 C -4.203 3.245 0.732  -0.72
21 C -0.273 1.591 -2.317  0.63
22 C -2.829 -1.740 1.379  0.95
23 C 1.008 3.232 -3.533  -0.67
24 C 0.949 2.199 -2.611  -0.96
25 C -3.405 2.166 0.365  -0.78
26 C 1.445 -3.345 -3.546  -0.79
27 C -4.733 -3.081 2.019  -0.98
28 C -4.511 2.272 2.911  -0.88
29 C -4.154 -0.427 -1.844  -0.01
30 C 6.071 -2.665 0.451  -0.70
31 C -0.578 1.718 3.876  -0.30
32 C 4.316 -1.714 -1.714  0.18
33 C -1.118 2.759 4.647  -0.78
34 C -6.345 -3.383 -3.869  -0.90
35 C 4.985 3.842 1.428  -1.10
36 C 1.367 -2.099 -4.148  -0.85
37 C 0.856 -1.016 -3.440  -0.97
38 C 0.441 -1.169 -2.117  1.27
39 C 0.528 -2.430 -1.519  -0.17
40 C 3.745 1.880 2.318  -0.82
41 C -3.163 1.130 1.263  0.76
42 C -3.904 -4.184 2.190  -0.76
43 C -0.674 3.296 2.320  0.07
44 C -2.741 -1.000 -1.771  -0.95
45 C -2.537 -4.069 1.967  -1.10
46 C 2.816 3.192 0.487  0.34
47 C 0.720 -1.550 3.965  -0.06
48 C -0.154 3.681 -4.150  -0.85
49 C 6.161 -3.238 -0.962  -0.93
50 C -0.328 -0.098 5.610  -0.72
51 C -3.713 1.199 2.548  -0.73
52 C -1.430 2.037 -2.953  -0.49
53 C -4.201 -1.866 1.612  -0.52
54 C 5.551 -1.240 0.440  -0.57
55 C -1.374 3.088 -3.858  -0.67
56 C 2.963 4.371 -0.436  -1.60
57 C 3.141 -1.024 0.275  0.12
58 C 1.018 -3.511 -2.230  -0.82
59 C 4.819 -3.144 -1.686  -0.46
60 H 2.982 5.307 0.126  0.43
61 H -2.750 -2.052 -1.464  0.65
62 H 4.999 -1.062 -2.263  0.31
63 H 5.587 3.518 2.272  0.46
64 H 2.127 4.378 -1.128  0.21
65 H 4.903 -3.510 -2.710  0.40
66 H -7.215 -2.743 -4.059  0.38
67 H 6.244 -0.565 -0.064  0.32
68 H 4.707 4.882 1.584  0.35
69 H 0.215 -2.565 -0.491  0.28
70 H -4.634 -0.445 -0.865  0.16
71 H -0.744 0.370 6.488  0.48
72 H -2.281 -0.972 -2.763  0.63
73 H 6.491 -4.275 -0.920  0.38
74 H -0.932 -2.758 1.441  0.04
75 H -2.274 3.435 -4.347  0.50
76 H 2.872 1.265 2.120  -0.42
77 H 3.706 2.269 3.337  0.40
78 H -2.382 1.562 -2.752  0.04
79 H 1.689 -1.967 -5.172  0.52
80 H -4.321 -5.128 2.514  0.47
81 H -5.672 -3.327 -4.729  0.35
82 H 5.362 -0.847 1.439  0.39
83 H -1.890 -4.923 2.115  0.52
84 H -0.748 4.829 0.980  0.32
85 H -4.397 4.038 0.022  0.56
86 H 0.126 3.383 0.491  -0.47
87 H 1.958 3.688 -3.775  0.56
88 H 6.922 -2.695 -1.529  0.37
89 H -6.656 -4.404 -3.666  0.40
90 H 4.645 1.271 2.225  0.40
91 H 7.052 -2.667 0.928  0.42
92 H 1.680 -2.307 2.377  -0.07
93 H 3.322 -1.613 -2.149  -0.28
94 H 4.076 -3.770 -1.182  0.23
95 H -2.961 2.144 -0.622  0.35
96 H 3.898 4.328 -0.995  0.45
97 H -6.037 -0.592 -2.910  0.63
98 H 1.670 -3.357 3.765  0.25
99 H -4.962 2.302 3.894  0.53
100 H -3.549 0.398 3.261  0.59
101 H -4.861 -1.014 1.496  0.45
102 H -4.108 0.623 -2.141  0.27
103 H 1.856 1.858 -2.126  0.54
104 H 1.835 -4.189 -4.098  0.49
105 H 5.584 3.759 0.523  0.33
106 H -5.396 4.126 2.280  0.48
107 H -5.793 -3.167 2.215  0.55
108 H 0.783 -0.055 -3.932  0.47
109 H -4.674 -1.108 -3.893  0.56
110 H -0.107 4.488 -4.870  0.43
111 H 1.072 -4.487 -1.766  0.54
112 H -1.367 2.744 5.697  0.50
113 H 5.420 -3.289 1.070  0.27

Summary:
E_LUMO (spin up / spin down)   -9.67 / -12.93 eV
Molecular weight   1064.198 g mol⁻¹
E_HOMO (spin up / spin down)   -15.7602 / -17.6642 eV
Gap between HOMO and LUMO (spin up / spin down)   6.09 / 4.73 eV
Multiplicity   5
Charge   +4
Energy   -114768.6247 eV
Energy relative to the best compared isomer or geometry (same formula, charge and spin)   28.81 kJ/mol